No. 1
Entry from the Open Molecules 2025 dataset: a cluster of 2 separate species, C4H12OS in total (ωB97M-V/def2-TZVPD).

Values from the calculation:
- HOMO level (eV) = -8.56
- frontier orbital gap (hartree) = 0.346
- net charge = 0
- energy relative to the best compared isomer or geometry (same formula, charge and spin) (eV) = 1.589
- SMILES = CCO.CSC
- strongest force on any atom (Eh/bohr) = 0.034
- LUMO energy (eV) = 0.8
- DFT total energy (eV) = -17223.95531

Atoms and positions in Å:
C  2.9164  -0.3639  0.6574
C  2.0081  0.8373  0.3173
O  0.7411  0.6793  0.9302
H  3.0829  -0.9884  -0.2233
H  2.3792  -0.7302  1.5502
H  3.8978  -0.0913  1.0508
H  2.5011  1.7229  0.7330
H  1.8549  1.0072  -0.7542
H  -0.0273  0.7956  0.3680
C  -2.7292  0.9816  -0.4003
S  -3.2328  -0.7708  -0.1181
C  -1.6446  -1.5531  -0.6892
H  -1.7677  1.0849  0.1113
H  -2.7350  0.9533  -1.4942
H  -3.3690  1.6302  0.2170
H  -0.9214  -0.8590  -1.1434
H  -1.8551  -2.4298  -1.3038
H  -1.0993  -1.9057  0.1913

Cartesian forces (eV/Å) of the 3 atoms listed first:
C -0.6 0.8 0.4
C 0.6 0.5 -0.4
O -0.3 -0.3 0.9

***

No. 2
Entry from the Open Molecules 2025 dataset: a structure of composition C32H90F6NO20S2V (ωB97M-V/def2-TZVPD).

Values from the calculation:
- HOMO level (alpha / beta) (eV) = -3.97 / -4.09
- frontier orbital gap (alpha / beta) (hartree) = 0.195 / 0.200
- net charge = -1
- strongest force on any atom (Eh/bohr) = 0.104
- expectation value of S² = 3.76
- spin multiplicity = 4
- LUMO energy (alpha / beta) (eV) = 1.4 / 1.4
- DFT total energy (eV) = -140739.59249

Atoms and positions in Å:
V  1.8455  -0.6195  2.4914
C  3.5640  1.9758  2.2319
O  3.0351  1.2274  3.2680
H  4.6416  2.0820  2.3563
H  3.2366  1.4183  1.3543
H  3.0949  2.9582  2.2864
C  0.0335  -0.7347  5.3993
O  1.1933  -0.3005  4.7677
H  -0.7769  -0.7831  4.6720
H  0.0801  -1.7682  5.7425
H  -0.2742  -0.1201  6.2453
C  -2.2402  -0.9861  1.8327
F  -3.2706  -1.0049  1.0267
F  -2.7332  -0.8976  3.0918
F  -1.5334  -2.1134  1.7999
S  -1.1646  0.4754  1.4439
O  -1.8498  1.0418  0.2686
O  -1.0825  1.2909  2.6453
N  0.4651  -0.1309  1.0352
S  0.5209  -0.4185  -0.5342
O  1.5976  -1.3476  -0.8353
O  -0.7405  -0.8783  -1.1071
C  0.9643  1.2410  -1.3997
F  2.0348  1.7474  -0.7864
F  1.1845  0.9350  -2.7139
F  0.0278  2.2053  -1.3378
C  -3.5928  2.6080  -2.4766
C  -3.6853  2.4180  -4.0097
O  -4.1545  1.1232  -4.3372
H  -4.5098  2.9552  -2.0005
H  -2.9131  3.3997  -2.1617
H  -3.3867  1.6245  -2.0543
H  -2.7309  2.5513  -4.5190
H  -4.2211  3.2295  -4.5021
H  -3.7212  0.4511  -3.8059
C  -0.9751  -1.1623  -5.9331
C  -0.0434  -1.8713  -4.9328
O  -0.7760  -3.1099  -4.5582
H  -1.2367  -1.8057  -6.7732
H  -0.2942  -0.5078  -6.4772
H  -1.7936  -0.5498  -5.5550
H  0.0692  -1.3191  -3.9998
H  0.9299  -2.0285  -5.3978
H  -0.2028  -3.6534  -4.0125
C  5.1099  -0.2783  -2.4097
C  6.0252  -0.9333  -1.3857
O  5.2382  -1.7683  -0.6365
H  4.8215  -1.0283  -3.1461
H  5.6535  0.4844  -2.9672
H  4.1637  0.0797  -2.0038
H  6.6021  -0.2982  -0.7134
H  6.7265  -1.6434  -1.8241
H  5.0143  -2.4268  -1.2981
C  -6.5645  -1.4330  1.7774
C  -6.4437  -1.0467  0.3439
O  -6.6308  -2.1932  -0.4957
H  -7.5893  -1.6609  2.0704
H  -6.1652  -0.6682  2.4436
H  -5.9772  -2.3414  1.9116
H  -5.5550  -0.4621  0.1064
H  -7.3519  -0.4535  0.2371
H  -6.3941  -1.9346  -1.3894
C  -0.5154  -5.2927  -2.3600
C  0.7955  -4.4494  -2.2625
O  1.3605  -4.5432  -3.5158
H  -1.3535  -4.8302  -2.8815
H  -0.8323  -5.5746  -1.3559
H  -0.3955  -6.2335  -2.8972
H  1.4951  -4.9744  -1.6120
H  0.5723  -3.4167  -1.9948
H  2.3036  -4.4038  -3.4025
C  4.5949  -1.7947  3.6559
C  4.9482  -1.6598  2.2233
O  3.8123  -1.2502  1.4314
H  4.2867  -2.8259  3.8284
H  3.9615  -1.0562  4.1473
H  5.5526  -1.6941  4.1666
H  5.4394  -2.5640  1.8638
H  5.5727  -0.7761  2.0921
H  4.1520  -1.3717  0.5417
C  1.1328  5.0479  -2.3500
C  1.5250  6.5348  -2.5074
O  2.7628  6.8121  -1.8419
H  1.8535  4.3716  -2.8097
H  0.2474  4.9185  -2.9725
H  1.0268  4.8353  -1.2862
H  0.7669  7.1389  -2.0089
H  1.4873  6.8307  -3.5558
H  2.9237  7.7570  -1.8960
C  -1.2212  4.3426  4.1422
C  0.3144  3.9829  4.1188
O  0.5628  2.6310  4.3275
H  -1.8196  3.7445  3.4550
H  -1.2975  5.4199  3.9947
H  -1.5454  4.2215  5.1758
H  0.8406  4.5935  4.8525
H  0.6020  4.3292  3.1261
H  0.1503  2.1199  3.6272
C  -1.8572  -3.9781  4.8614
C  -2.6579  -5.1906  5.1638
O  -1.8367  -6.2635  5.4754
H  -1.0513  -4.2663  4.1866
H  -1.4983  -3.4988  5.7722
H  -2.5121  -3.3338  4.2748
H  -3.3267  -5.4989  4.3603
H  -3.2574  -4.9436  6.0400
H  -1.6107  -6.6555  4.6288
C  3.2534  2.3279  -4.7968
C  2.2014  2.6399  -5.8769
O  2.5275  1.9303  -7.0709
H  3.0106  2.8838  -3.8912
H  4.1762  2.8356  -5.0775
H  3.3367  1.2743  -4.5304
H  2.1013  3.6986  -6.1159
H  1.2142  2.3329  -5.5315
H  2.2193  1.0256  -6.9807
C  -4.6205  1.4458  3.6044
C  -4.3664  0.9726  5.0974
O  -4.6519  1.9998  6.0036
H  -3.9260  2.1945  3.2233
H  -5.6570  1.7740  3.5263
H  -4.5735  0.6825  2.8277
H  -3.3143  0.7215  5.2325
H  -4.9787  0.1437  5.4526
H  -5.0381  1.7034  6.8310
C  -4.8967  -2.3450  -3.0725
C  -3.5990  -2.1036  -2.3685
O  -2.9999  -0.9075  -2.8145
H  -5.6313  -1.5557  -2.9133
H  -5.3727  -3.2734  -2.7568
H  -4.6717  -2.5209  -4.1244
H  -2.9265  -2.9017  -2.6830
H  -3.7160  -2.0986  -1.2849
H  -2.1472  -0.9296  -2.3740
C  4.7432  4.9418  0.2744
C  4.6726  4.2794  -1.0867
O  4.8448  5.1383  -2.2271
H  3.8737  5.5606  0.4963
H  5.6274  5.5248  0.5322
H  4.6904  4.2705  1.1316
H  3.7266  3.7487  -1.1930
H  5.4319  3.5112  -1.2333
H  4.1816  5.8155  -2.0749
C  0.6330  -4.2201  1.2069
C  1.6369  -3.7489  2.2593
O  1.1227  -2.6846  2.9764
H  1.0307  -5.0935  0.6901
H  0.4801  -3.4030  0.5019
H  -0.2817  -4.6029  1.6596
H  2.5803  -3.4757  1.7865
H  1.9062  -4.5758  2.9165
H  0.3923  -3.0698  3.4660

Cartesian forces (eV/Å) of the 3 atoms listed first:
V 1.8 2.0 4.6
C -1.2 -1.0 1.3
O -0.8 -2.3 -0.4